Record 1
{
  "formula": "C4H12O3",
  "method": "wB97M-V/def2-TZVPD",
  "e_lumo_ev": 0.03,
  "homo_energy_ev": -7.88,
  "smiles": "C=CC=C.O.O.O",
  "e_above_lowest_ev": 4.698,
  "gap_ev": 7.90,
  "species": ["H", "C", "H", "H", "H", "H", "C", "O", "H", "O", "H", "H", "C", "H", "C", "H", "H", "H", "O"],
  "xyz": [[-6.8788, -1.4778, -1.6838], [-4.0274, -1.3427, 0.2268], [3.0069, 0.1094, 1.7584], [4.5003, 5.3770, -1.7670], [5.3781, 4.3045, -1.2719], [-2.9906, -2.5535, 1.7228], [-2.9548, -1.8748, 0.8378], [3.3564, 0.9332, 2.2002], [6.7462, -0.3222, 0.4750], [5.3771, 5.2297, -1.3227], [-3.8613, -0.2381, 0.4463], [-5.9221, -0.0642, -1.0811], [-5.1520, -1.9411, -0.4968], [5.8665, -0.7939, -0.6328], [-5.9279, -1.2439, -1.2749], [-5.1318, -3.0351, -0.6186], [-1.9906, -1.5791, 0.4310], [4.1662, 0.5613, 2.4403], [6.4396, -0.0485, -0.3888]]
}



Record 2
{
  "formula": "C24H38BrN2O9PS4",
  "method": "wB97M-V/def2-TZVPD",
  "e_lumo_ev": -0.53,
  "homo_energy_ev": -8.42,
  "smiles": "OP(Br)c1cnc2ccccc2n1.O=S1(=O)CCCC1.O=S1(=O)CCCC1.O=S1(=O)CCCC1.O=S1(=O)CCCC1",
  "gap_ev": 7.89,
  "species": ["C", "H", "O", "O", "C", "C", "H", "O", "H", "H", "C", "C", "H", "S", "C", "H", "H", "S", "H", "C", "H", "C", "H", "S", "N", "O", "H", "H", "H", "O", "O", "C", "O", "H", "H", "H", "C", "H", "C", "H", "C", "O", "N", "H", "H", "H", "H", "H", "C", "H", "H", "C", "H", "C", "H", "H", "S", "C", "H", "P", "H", "H", "H", "C", "H", "H", "C", "Br", "C", "H", "H", "O", "H", "C", "C", "H", "C", "C", "C"],
  "xyz": [[-2.3480, 7.7899, 2.6763], [-1.8732, -3.3870, -3.9173], [-2.8374, 5.3005, 3.3620], [4.3390, -3.2314, 2.0565], [-3.9203, -4.4874, -5.7749], [-2.8596, 8.5464, 3.8963], [-0.7295, 6.8776, 0.3461], [0.3092, -2.0685, 0.3881], [4.7061, -5.0385, 5.9629], [-2.1722, 8.6559, 5.9671], [2.7356, -2.9119, 4.1218], [1.5589, -5.2411, -0.7290], [-1.3703, -2.3403, -5.2720], [-1.3074, -4.6565, -5.8336], [0.2545, -4.6338, -0.2085], [1.6826, -3.1863, -2.6117], [3.4889, -5.9696, 4.0333], [3.3436, -3.9606, 2.8036], [1.9171, -6.0293, -0.0661], [-0.7863, 0.4390, -1.5169], [-3.8202, 8.1330, 4.2175], [1.2882, 4.7004, -2.6263], [-4.0511, -5.0690, -4.8576], [-1.7457, 6.2431, 3.3363], [-0.5364, 4.7546, -0.8605], [2.2275, -4.6145, 2.1626], [-0.4224, 6.6676, 5.2745], [5.2860, -3.6793, 4.9931], [-4.8789, -4.4573, -6.2949], [-0.9896, -5.6625, -4.8481], [-0.3571, -4.2374, -6.8358], [-2.8342, -5.1154, -6.6398], [-0.7825, -2.7704, -1.7846], [3.4577, -4.4125, -1.4196], [3.3264, -2.8333, 6.2158], [-0.8469, -0.6752, -1.7020], [1.8371, -2.9674, -1.5532], [2.3291, -2.0024, -1.4367], [0.3110, 2.7141, -2.1119], [3.1863, -1.9265, 4.0028], [-1.9553, -3.2150, -4.9910], [-0.4777, 5.9342, 2.7185], [1.2682, 3.3670, -2.8897], [-0.9163, 8.9127, 4.7594], [2.3902, -4.2588, 5.7761], [1.6515, -2.8351, 4.0501], [2.9003, -3.7854, 0.1368], [-3.1208, 7.5999, 1.9327], [4.4496, -4.3685, 5.1413], [-2.8265, -4.6792, -7.6402], [-3.0038, 9.6055, 3.6788], [-1.8111, 8.3281, 4.9910], [-4.0206, -2.6185, -4.6479], [3.1718, -3.5756, 5.4314], [-3.4797, -2.4450, -6.3151], [-2.4666, 0.6104, 0.0916], [0.2347, -2.9322, -0.7659], [2.5745, -4.1050, -0.8575], [2.0358, 5.3344, -3.1753], [0.6255, 7.2416, -1.3888], [0.8362, 0.7070, -3.0505], [0.2220, -4.6309, 0.8800], [5.0800, -5.4987, 3.3677], [-1.5646, 2.5607, -0.3702], [1.3889, -5.6907, -1.7122], [-2.2300, 3.0696, 0.3808], [-3.4166, -3.0831, -5.4287], [2.8218, 7.4658, -0.7783], [4.1751, -5.1397, 3.8556], [-0.6177, -5.1526, -0.6057], [-2.1175, 6.2790, 5.6743], [-0.3633, 7.6845, -0.0844], [-1.5035, 8.3079, 2.2176], [-0.5742, 3.3946, -1.1437], [-1.4637, 6.8366, 5.0034], [-2.9084, -6.1999, -6.7038], [0.1816, 1.2225, -2.2949], [0.4122, 5.3760, -1.6213], [-1.6976, 1.1190, -0.5374]]
}



Record 3
{
  "formula": "C21H42NO3P3Ru",
  "method": "wB97M-V/def2-TZVPD",
  "e_lumo_ev": [-12.41, -15.61],
  "homo_energy_ev": [-17.85, -20.96],
  "spin_multiplicity": 5,
  "s_squared": 6.06,
  "e_above_lowest_ev": 1.195,
  "gap_ev": [5.44, 5.35],
  "charge": 4,
  "species": ["C", "H", "H", "H", "C", "C", "Ru", "H", "H", "H", "H", "C", "H", "H", "C", "C", "H", "P", "H", "C", "H", "H", "H", "C", "C", "O", "H", "O", "H", "P", "C", "C", "H", "H", "H", "C", "H", "C", "C", "H", "H", "H", "N", "C", "H", "H", "H", "H", "O", "H", "H", "C", "H", "P", "H", "H", "H", "H", "H", "H", "H", "H", "C", "C", "H", "H", "H", "C", "C", "H", "C"],
  "xyz": [[-0.2984, 2.8296, -1.4076], [-1.0391, 0.8058, -3.6818], [2.1028, 3.1393, 1.5113], [-0.1048, 3.8513, -1.7662], [1.2197, 3.3931, 0.9156], [-2.9716, 3.6481, 4.4635], [0.5659, -0.7561, -0.9946], [-3.7554, 0.7167, 0.8863], [1.2679, -2.8586, 2.7135], [-2.9238, 1.3947, -1.8519], [-2.0162, -2.6968, -1.8013], [-0.5932, -1.2577, -3.1940], [-2.7902, 0.0016, -2.9821], [-4.3283, 3.7756, 2.0765], [-0.2577, 0.0782, -3.4284], [-3.1869, 0.3379, -2.0181], [1.9887, -4.6367, 0.3472], [-2.4799, -0.6155, -0.6521], [3.0263, 3.4927, -1.2441], [-3.6317, -0.3583, 0.7219], [1.3154, 1.5519, -3.5260], [0.4178, -3.8678, -0.1113], [2.4956, -2.4348, -2.3349], [1.7083, -1.7152, -2.5538], [-0.4676, -1.1860, 0.5341], [-0.8170, -1.4452, 1.6476], [2.7027, 2.1456, -2.3611], [-1.7539, 2.0551, 1.4631], [-1.2222, 0.8450, 3.5048], [2.0249, -2.2222, 0.4834], [1.0512, 0.5191, -3.2664], [1.5130, -3.8224, -0.2060], [0.1095, -3.1742, -2.4201], [-3.7422, -2.5321, -1.3295], [-1.8520, 1.4119, 5.0653], [2.2227, -2.5624, 2.2600], [-2.9544, 4.9104, 1.9204], [2.0299, -0.3554, -2.7569], [-2.4009, 2.8328, 2.2074], [4.3697, -2.5741, 0.0280], [2.9467, -3.3854, 2.3900], [-2.6915, 4.7118, 4.3306], [-2.3201, 2.7247, 3.5508], [3.6891, -1.7143, -0.0388], [-0.5103, 2.1913, -2.2700], [-3.2137, -0.8254, 1.6215], [-1.5954, -1.6198, -3.4153], [-4.0727, 3.6326, 4.3774], [1.3975, 0.5245, 1.6819], [3.6719, -1.3083, -1.0580], [2.5920, -1.6590, 2.7662], [1.1028, 0.4435, 0.5014], [1.2958, 4.4037, 0.5027], [1.1447, 2.2725, -0.4811], [3.0462, 0.0019, -2.5806], [-4.2762, 0.2005, -1.9979], [-0.4273, 2.2022, 4.3161], [-2.5007, -2.9387, -0.0920], [-1.1615, 2.8274, -0.7271], [1.7710, -3.8630, -1.2660], [4.0218, -0.9125, 0.6389], [-3.3337, 3.7813, 0.5806], [-1.4113, 1.7405, 4.1220], [0.3530, -2.1399, -2.6328], [0.2964, 3.2759, 1.4925], [-2.6939, 3.3358, 5.4753], [-4.5877, -0.8179, 0.4437], [-3.3134, 3.8975, 1.6698], [2.7310, 2.4378, -1.3078], [3.4598, 1.8138, -0.7706], [-2.7066, -2.3814, -1.0150]]
}